Record 1
129
Properties=species:S:1:pos:R:3:mulliken_charge:R:1 method="wB97M-V/def2-TZVPD" e_homo_ev=-14.597 homo_lumo_gap_ev=4.5539 charge=+3 fmax_ha_per_bohr=0.0346 e_tot_ev=-132088.45487
Ta -0.0215 -0.1018 0.1264 1.0478
Cl -9.1631 0.5031 -0.4327 -0.1340
C -7.5268 0.3399 0.0128 0.1496
C -6.5445 1.0993 -0.6295 -1.1216
C -5.2266 0.9537 -0.2736 0.5522
C -4.8164 0.0546 0.7350 0.1146
C -5.8229 -0.6705 1.3919 -0.4809
C -7.1475 -0.5373 1.0333 -1.1541
C -3.3800 -0.0268 0.9775 0.5180
C -2.6698 -1.2011 1.3175 0.8217
C -3.1751 -2.3697 1.9426 -1.2708
C -2.1123 -3.0198 2.5132 -1.5088
C -0.9296 -2.3370 2.1289 0.5177
C 0.3869 -2.7224 2.4522 0.9247
C 0.5836 -3.8706 3.3450 0.2747
C -0.0443 -5.0949 3.0846 -0.5205
C 0.1512 -6.1832 3.9048 -1.0791
C 0.9828 -6.0751 5.0222 0.2487
Cl 1.2271 -7.4215 6.0416 -0.1388
C 1.6094 -4.8580 5.3018 -0.9143
C 1.4268 -3.7803 4.4630 -0.2493
C 1.5460 -2.1364 1.9054 0.6387
N 1.5954 -1.0552 1.0456 -0.2695
C 2.9177 -0.9177 0.6491 0.7163
C 3.4221 0.1161 -0.1703 1.0132
C 4.8254 0.0976 -0.6001 0.5005
C 5.1308 0.2957 -1.9556 0.3553
C 6.4282 0.2163 -2.4099 -1.3170
C 7.4701 -0.0011 -1.5063 0.1830
Cl 9.0765 -0.1210 -2.0701 -0.1411
C 7.1862 -0.1281 -0.1459 -1.0943
C 5.8815 -0.0997 0.2955 -0.5355
C 2.6814 1.2586 -0.5080 0.3894
C 3.2463 2.5028 -0.9220 -1.4439
C 2.2948 3.4613 -0.7289 -2.1036
C 1.1344 2.8088 -0.2273 0.2733
N 1.3500 1.4433 -0.1802 0.2349
C -0.0118 3.4505 0.2376 1.2716
C -1.1615 2.7909 0.6741 0.0885
C -2.3381 3.4256 1.1490 -1.5903
C -3.2971 2.4605 1.2810 -1.2527
C -2.7038 1.2209 0.9185 0.2408
N -1.3861 1.4238 0.5759 0.7760
C 0.0196 4.9355 0.3008 -0.2331
C -0.5214 5.7165 -0.7157 0.4182
C -0.4552 7.0934 -0.6529 -1.1326
C 0.1541 7.7112 0.4360 0.3027
Cl 0.2315 9.4189 0.5144 -0.1526
C 0.6944 6.9363 1.4599 -0.9608
C 0.6337 5.5586 1.3870 -0.1958
C 3.6784 -1.9822 1.1979 -1.6443
C 2.8400 -2.7146 1.9939 -1.5874
N -1.2796 -1.2470 1.3520 0.0771
H -6.8223 1.7930 -1.4073 0.4888
H -4.4815 1.5279 -0.8024 0.2641
H -5.5896 -1.2918 2.2416 0.6688
H -7.9028 -1.1026 1.5596 0.4949
H -4.1979 -2.6751 1.9880 0.6375
H -2.1614 -3.8765 3.1532 0.8685
H -0.6499 -5.2092 2.1984 0.7324
H -0.3120 -7.1279 3.6681 0.4393
H 2.2447 -4.7669 6.1709 0.4521
H 1.9011 -2.8386 4.6947 0.5296
H 4.3280 0.4810 -2.6568 0.5586
H 6.6468 0.3177 -3.4612 0.4730
H 7.9963 -0.2421 0.5555 0.4749
H 5.6774 -0.1695 1.3523 0.6799
H 4.2574 2.6361 -1.2528 0.7291
H 2.3726 4.5172 -0.8925 0.7479
H -2.4351 4.4720 1.3557 0.7194
H -4.2975 2.5944 1.6419 0.7627
H -0.9763 5.2488 -1.5745 0.5249
H -0.8648 7.6859 -1.4533 0.4713
H 1.1704 7.4161 2.2991 0.4718
H 1.0583 4.9580 2.1766 0.5295
H 4.7121 -2.1787 0.9889 0.9188
H 3.0700 -3.6072 2.5419 0.6395
C -3.4654 -3.2077 -1.5799 -0.5312
C -3.5118 -1.7766 -2.1450 0.9930
C -2.8721 -1.7136 -3.5268 -2.3258
C -1.3909 -2.0594 -3.4221 1.0354
C -1.1943 -3.4000 -2.6800 -0.4715
C -2.5203 -4.1002 -2.3848 -1.4230
P -0.3702 -0.6961 -2.6168 -1.4630
C -0.8979 0.9997 -3.2372 1.4148
C -2.2412 1.4531 -2.6542 -0.5760
C -2.3524 2.9790 -2.7577 0.2701
C -1.6901 3.4857 -4.0452 -0.6646
C -1.8098 2.4132 -5.1223 -1.2906
C -0.9209 1.2131 -4.7625 -1.1639
C 1.4224 -0.8789 -3.1774 1.9489
C 1.6846 -0.9435 -4.6956 -0.7416
C 1.7817 -2.3430 -5.2961 -0.7092
C 2.8095 -3.1685 -4.5386 -1.0147
C 2.3421 -3.3153 -3.0969 -0.7455
C 2.2265 -1.9521 -2.4131 0.4150
H -4.4630 -3.6470 -1.5938 0.3295
H -3.1392 -3.1788 -0.5366 -0.0937
H -2.9529 -1.0990 -1.4777 -0.7468
H -4.5415 -1.4184 -2.1901 0.7515
H -3.0112 -0.7355 -3.9837 0.7156
H -3.3567 -2.4330 -4.1896 0.5367
H -0.9711 -2.1159 -4.4346 0.9805
H -0.6643 -3.2383 -1.7300 0.0936
H -0.5960 -4.0764 -3.2897 0.1731
H -2.3198 -5.0141 -1.8246 0.6318
H -2.9937 -4.3994 -3.3204 0.3914
H -0.1223 1.6530 -2.8058 -0.0464
H -2.3513 1.1399 -1.6140 -1.1132
H -3.0572 1.0043 -3.2145 0.6063
H -1.8928 3.4359 -1.8816 -0.8346
H -3.4065 3.2554 -2.7532 0.5878
H -0.6331 3.7064 -3.8766 0.2558
H -2.1659 4.4081 -4.3728 0.7285
H -1.4983 2.8028 -6.0897 0.5921
H -2.8522 2.1106 -5.2176 0.3926
H 0.0880 1.4367 -5.1069 0.6019
H -1.2834 0.3274 -5.2873 0.2528
H 1.7968 0.1032 -2.8356 -0.4052
H 2.6454 -0.4498 -4.8635 0.5236
H 0.9360 -0.3780 -5.2435 -0.0365
H 2.0715 -2.2422 -6.3419 0.5387
H 0.8165 -2.8533 -5.2812 0.1009
H 3.7799 -2.6703 -4.5679 0.3046
H 2.9271 -4.1482 -4.9989 0.5139
H 3.0508 -3.9190 -2.5296 0.5538
H 1.3843 -3.8313 -3.0849 0.0548
H 3.2432 -1.5684 -2.2983 0.0178
H 1.8174 -2.0960 -1.4002 -0.6095

Record 2
154
Properties=species:S:1:pos:R:3:mulliken_charge:R:1 method="wB97M-V/def2-TZVPD" e_homo_ev=-9.129 homo_lumo_gap_ev=9.5483 fmax_ha_per_bohr=0.0776 e_tot_ev=-99930.60050
F -0.6223 1.9081 -2.8043 -0.2613
C -1.9154 2.0604 -2.8349 0.3418
C -2.5888 2.5231 -1.7227 0.3607
C -3.9531 2.6593 -1.7935 -0.7258
C -4.6068 2.4374 -3.0313 -0.7156
C -3.9597 2.0294 -4.1683 -0.5744
C -2.5675 1.8568 -4.0876 -0.6286
H -2.1156 2.7094 -0.7699 0.4488
H -4.3629 3.1141 -0.9038 0.3229
H -5.6504 2.6837 -3.1597 0.3904
H -4.5038 1.8539 -5.0845 0.4308
H -1.9109 1.5006 -4.8676 0.5264
F 2.8300 -3.0390 2.6777 -0.1407
C 3.7302 -2.8005 1.7491 0.1341
C 4.7179 -3.7102 1.4474 -0.7533
C 5.5258 -3.4368 0.3001 -0.4895
C 5.4084 -2.2416 -0.4845 -0.8844
C 4.3609 -1.3209 -0.1062 -0.1459
C 3.5821 -1.6499 0.9810 -0.0267
H 4.9112 -4.5983 2.0309 0.4755
H 6.2715 -4.1661 0.0202 0.4085
H 6.2170 -2.1309 -1.1918 0.4064
H 4.2144 -0.4832 -0.7719 0.3323
H 2.7295 -1.0357 1.2303 0.6483
F 0.0333 2.5222 0.2646 0.0260
C 0.1469 1.2251 0.5547 0.4186
C -0.3443 0.7419 1.7980 -0.9697
C -0.4802 -0.6535 1.9604 -0.7761
C -0.0148 -1.5017 1.0158 -0.9134
C 0.4179 -1.0235 -0.2440 -1.4791
C 0.4424 0.3302 -0.4633 0.8861
H -0.7446 1.4058 2.5499 0.5310
H -0.8325 -1.0222 2.9124 0.4336
H -0.0636 -2.5651 1.1978 0.7881
H 0.8288 -1.6070 -1.0546 0.7149
H 0.6652 0.7177 -1.4465 0.4008
F 0.4838 5.8673 3.5046 -0.4498
C -0.7134 5.9906 2.9485 -0.2644
C -1.1845 7.3256 2.8962 -0.3121
C -2.4887 7.6218 2.5140 -0.5895
C -3.3077 6.5398 2.1573 -0.6014
C -2.8351 5.2034 2.1014 -1.0843
C -1.5367 4.9461 2.4696 0.5368
H -0.6492 8.1462 3.3506 0.4787
H -2.9020 8.6195 2.5033 0.4386
H -4.3022 6.8038 1.8294 0.3701
H -3.5353 4.4111 1.8813 0.5889
H -1.0922 3.9705 2.3391 0.8693
F 0.6391 9.3067 -2.8704 -0.3292
C 0.2856 8.1602 -2.2175 0.3150
C -0.4467 7.1953 -2.9068 -0.6456
C -0.7728 5.9910 -2.2015 -0.2014
C -0.4255 5.7813 -0.8943 -0.0428
C 0.3819 6.7586 -0.2555 -0.3169
C 0.7965 7.9183 -0.9079 -0.9360
H -0.7264 7.2736 -3.9470 0.4591
H -1.3809 5.2047 -2.6237 0.4181
H -0.6363 4.8751 -0.3459 0.2748
H 0.6304 6.5498 0.7745 0.5020
H 1.3526 8.5863 -0.2670 0.4471
F 3.1217 -8.1428 -3.4486 -0.3656
C 2.2833 -7.1797 -3.0557 0.2281
C 2.7670 -5.8963 -2.7861 -0.7492
C 1.8543 -4.8644 -2.5553 0.0772
C 0.4923 -5.1515 -2.6919 0.2106
C 0.0805 -6.4003 -3.0661 -0.8626
C 0.9969 -7.3965 -3.2668 -0.3560
H 3.8151 -5.6371 -2.7605 0.4810
H 2.1767 -3.8702 -2.2832 0.3650
H -0.1619 -4.3015 -2.5657 0.1662
H -0.9633 -6.5590 -3.2932 0.4171
H 0.6506 -8.3827 -3.5389 0.4147
F -1.9267 -8.9772 -0.0971 -0.3317
C -0.9111 -8.2186 0.4121 -0.0223
C 0.3669 -8.7772 0.6065 -0.1915
C 1.3458 -8.0367 1.1366 -0.7803
C 1.1459 -6.6808 1.3916 0.1126
C -0.1158 -6.1032 1.2771 -0.7017
C -1.1043 -6.8869 0.6212 -0.1514
H 0.5602 -9.7932 0.2954 0.4273
H 2.3087 -8.5229 1.1909 0.3663
H 2.0571 -6.1875 1.6961 0.3815
H -0.2889 -5.0912 1.6120 0.3715
H -2.0610 -6.4224 0.4336 0.5169
C -1.9802 4.1423 6.0054 -1.2596
C -1.2274 3.1560 5.0950 0.9687
O -1.8604 2.3670 4.3381 -0.4629
C 0.2441 3.2871 5.3203 -1.1546
H -1.6099 5.1438 5.7865 0.3034
H -1.8747 3.9156 7.0663 0.4453
H -3.0188 4.0205 5.6981 0.2410
H 0.5810 3.2836 6.3570 0.4493
H 0.7075 4.0903 4.7475 0.1836
H 0.6357 2.3202 5.0041 0.2581
C 3.3626 3.0168 -0.5477 -0.6976
C 4.3134 3.1485 -1.7248 0.7554
O 5.2608 2.3891 -1.8577 -0.5639
C 4.2690 4.4201 -2.5332 -1.2037
H 2.4783 2.5105 -0.9346 -0.1474
H 3.1668 4.0380 -0.2208 0.5367
H 3.8643 2.5262 0.2864 0.3749
H 4.9862 5.1612 -2.1803 0.3175
H 3.2485 4.7808 -2.4038 0.3323
H 4.4207 4.2270 -3.5952 0.3282
C 0.8844 -3.0651 -6.3223 -0.9010
C -0.0103 -1.9380 -5.7521 0.5613
O -0.2250 -0.8466 -6.3092 -0.6272
C -0.4388 -2.1742 -4.3032 0.0635
H 0.2587 -3.4576 -7.1239 0.4199
H 1.2401 -3.6953 -5.5071 0.1109
H 1.7313 -2.5760 -6.8037 0.2809
H -0.9385 -1.3340 -3.8211 -0.0742
H 0.4340 -2.3960 -3.6891 -0.3080
H -1.1886 -2.9616 -4.3814 0.5230
C -2.9494 -2.2923 -0.3561 -0.2806
C -4.3730 -2.1370 -0.9132 0.4323
O -5.3224 -2.6764 -0.3543 -0.6358
C -4.6006 -1.1904 -1.9832 -0.4606
H -2.3684 -1.3708 -0.3171 -0.2237
H -2.4010 -2.8928 -1.0819 0.3256
H -2.9622 -2.5523 0.7023 0.3625
H -3.7660 -0.5024 -2.1178 -0.2002
H -5.3933 -0.4893 -1.7223 0.2840
H -4.8113 -1.8472 -2.8272 0.3846
C 3.1787 0.3076 -3.5091 0.3444
C 3.9900 -0.9303 -3.7568 0.5802
O 3.3851 -1.9647 -3.6967 -0.4265
C 5.5087 -0.7798 -3.9327 -1.5875
H 2.1106 0.1295 -3.6338 0.0189
H 3.6422 1.1653 -3.9965 0.5006
H 3.3037 0.5598 -2.4561 -0.5985
H 5.7308 -0.3012 -4.8864 0.4763
H 6.0354 -1.7312 -4.0078 0.3794
H 5.9766 -0.1076 -3.2135 0.3230
C 0.5970 -2.7867 5.1852 -0.5170
C 0.6509 -2.2159 6.5597 0.5477
O 1.0776 -1.0865 6.7379 -0.5649
C 0.1259 -3.0075 7.7771 -1.0573
H 0.6065 -3.8744 5.2545 0.3952
H 1.5199 -2.4690 4.7001 0.1847
H -0.3369 -2.4649 4.7243 0.1314
H 0.7724 -3.0650 8.6528 0.3163
H -0.2883 -3.9786 7.5063 0.3033
H -0.7449 -2.4724 8.1558 0.2879
C -5.4779 1.7673 3.8756 -1.2193
C -5.1439 1.4774 2.4204 0.7713
O -5.5689 2.1147 1.4692 -0.5875
C -4.2634 0.2460 2.0825 -0.6266
H -5.8004 2.8031 3.9814 0.3579
H -4.6562 1.6199 4.5764 0.2031
H -6.2463 1.0971 4.2609 0.3898
H -3.8642 0.2575 1.0683 -0.0289
H -4.9873 -0.5292 1.8315 0.4866
H -3.5208 -0.1894 2.7512 0.2832

Record 3
27
Properties=species:S:1:pos:R:3:nbo_charge:R:1 method="wB97M-V/def2-TZVPD" e_homo_ev="-6.371 / -6.470" homo_lumo_gap_ev="4.7399 / 5.1434" fmax_ha_per_bohr=0.0444 e_tot_ev=-57483.94510
C 1.8873 -0.2476 -1.2714 -0.3708
C 2.7782 -1.2712 -0.8428 -0.3322
C 2.1207 -2.5182 -1.0630 -0.2833
C 0.9411 -2.3014 -1.8161 -0.3263
C 0.7125 -0.8908 -1.8569 -0.4240
Lu -1.2657 0.9369 0.2049 1.3681
P -0.9277 3.6758 0.2631 -0.1268
H 2.0365 0.8333 -1.2056 0.1843
H 3.7454 -1.1143 -0.3764 0.2043
H 2.5210 -3.4922 -0.7895 0.2009
H -0.1237 -0.3741 -2.3485 0.1861
H 0.2584 -3.0567 -2.2089 0.2050
H -1.4701 4.3389 -0.9107 0.0770
H 0.3846 4.2846 0.2263 0.0755
H -1.5198 4.4871 1.2964 0.0813
N -4.4906 -0.9975 6.2037 -0.3294
C -3.9161 -0.9596 5.1831 0.2681
C -3.2494 -0.8677 3.9000 -0.2310
C -3.7742 -0.0143 2.9388 -0.1344
C -3.1319 0.1223 1.7250 -0.2217
N -1.9195 -0.5379 1.5258 -0.7940
C -1.4277 -1.4232 2.4494 0.0232
C -2.0982 -1.6246 3.6302 -0.2126
H -4.6739 0.5682 3.1491 0.2362
H -3.5926 0.6322 0.8567 0.2063
H -0.5053 -1.9170 2.1521 0.2316
H -1.7133 -2.3482 4.3540 0.2387

Record 4
14
Properties=species:S:1:pos:R:3:nbo_charge:R:1 method="wB97M-V/def2-TZVPD" e_homo_ev=-9.583 homo_lumo_gap_ev=10.1058 fmax_ha_per_bohr=0.0750 e_tot_ev=-11213.11074
H -1.1698 -2.4929 -0.0166 0.3713
N -0.4476 -1.6532 0.1413 -0.7517
C -0.7950 -0.4836 -0.1215 0.5557
N -2.0772 -0.0179 -0.5529 -0.8581
N -0.0128 0.5987 0.4006 -0.1662
O -0.0702 1.6873 -0.4724 -0.5638
C 1.3972 0.2150 0.8373 -0.3864
C 2.2834 -0.2264 -0.2484 0.2623
N 2.9359 -0.4375 -1.1649 -0.3009
H -2.2273 0.9484 -0.9936 0.4165
H -2.6274 -0.7615 -1.1293 0.3900
H -0.0644 2.4242 0.2055 0.4752
H 0.9918 -0.6690 1.4780 0.3024
H 1.8832 0.8685 1.6369 0.2538